{
  "formula": "C31H64N9O9",
  "method": "ωB97M-V/def2-TZVPD",
  "elements": ["O", "C", "C", "C", "C", "C", "C", "C", "N", "H", "H", "H", "H", "H", "H", "H", "H", "C", "C", "O", "N", "C", "H", "H", "H", "H", "H", "H", "H", "C", "C", "O", "N", "C", "H", "H", "H", "H", "H", "H", "H", "C", "C", "O", "N", "C", "H", "H", "H", "H", "H", "H", "H", "C", "C", "O", "N", "C", "H", "H", "H", "H", "H", "H", "H", "C", "C", "O", "N", "C", "H", "H", "H", "H", "H", "H", "H", "C", "C", "O", "N", "C", "H", "H", "H", "H", "H", "H", "H", "C", "C", "O", "N", "C", "H", "H", "H", "H", "H", "H", "H", "C", "C", "O", "N", "C", "H", "H", "H", "H", "H", "H", "H"],
  "coordinates": [[4.9921, -1.5303, 1.1599], [4.4749, -1.7602, -0.0511], [3.5192, -0.5944, -0.7721], [1.9532, -1.0705, -0.4356], [0.8972, -0.1368, 0.4292], [-0.6118, -0.7675, 0.7020], [-0.9194, -2.2681, 0.1025], [0.2335, -3.1059, -0.7536], [1.5925, -2.4720, -0.9689], [4.5973, -2.7719, -0.6616], [3.6710, -0.5589, -1.9492], [3.6584, 0.4683, -0.3020], [1.2578, 0.9111, 0.8219], [-1.3593, -0.1043, 1.3117], [-1.9452, -2.8044, 0.2738], [0.0299, -4.2006, -1.1603], [2.3065, -3.0381, -1.5041], [-4.9660, -4.6874, 2.2923], [-4.6419, -3.8201, 1.1076], [-4.0732, -2.7378, 1.2256], [-5.0005, -4.2701, -0.1299], [-5.6696, -5.5032, -0.4697], [-4.6212, -4.1999, 3.2082], [-6.0473, -4.8332, 2.3644], [-4.4571, -5.6508, 2.2009], [-4.7504, -3.6338, -0.8785], [-5.0221, -6.0646, -1.1475], [-6.5999, -5.2534, -0.9852], [-5.8930, -6.1130, 0.4070], [3.4046, 3.6763, 1.4073], [2.5054, 3.3047, 2.5537], [1.4327, 2.7307, 2.3839], [2.9143, 3.6255, 3.8155], [4.1299, 4.2936, 4.2148], [2.9484, 3.3582, 0.4661], [3.5418, 4.7607, 1.3759], [4.3699, 3.1731, 1.5110], [2.2582, 3.3446, 4.5356], [4.6770, 3.6288, 4.8874], [3.8554, 5.2038, 4.7533], [4.7636, 4.5519, 3.3651], [6.6028, -6.5937, 2.9739], [6.2825, -5.3201, 2.2417], [6.4052, -5.2174, 1.0239], [5.8426, -4.2560, 2.9744], [5.6357, -4.1818, 4.4010], [6.9404, -7.3508, 2.2611], [7.4041, -6.4180, 3.6969], [5.7090, -6.9692, 3.4797], [5.6471, -3.4340, 2.4142], [4.5874, -3.9302, 4.5789], [6.2692, -3.3833, 4.7945], [5.8752, -5.1179, 4.9075], [-2.9972, 0.6969, -1.4412], [-3.3175, 1.9705, -2.1734], [-3.1948, 2.0732, -3.3912], [-3.7574, 3.0345, -1.4407], [-3.9643, 3.1088, -0.0141], [-2.6596, -0.0602, -2.1540], [-2.1959, 0.8725, -0.7182], [-3.8910, 0.3213, -0.9354], [-3.9529, 3.8566, -2.0009], [-5.0126, 3.3604, 0.1638], [-3.3308, 3.9072, 0.3794], [-3.7248, 2.1726, 0.4924], [-6.5034, -5.6845, -5.1796], [-7.3577, -6.1501, -4.0332], [-6.8736, -6.5623, -2.9822], [-8.7128, -6.1044, -4.1874], [-9.4638, -5.6565, -5.3360], [-5.4477, -5.7790, -4.9115], [-6.6925, -6.3022, -6.0619], [-6.7117, -4.6337, -5.3986], [-9.2225, -6.4332, -3.3750], [-10.1058, -4.8307, -5.0203], [-10.0868, -6.4861, -5.6784], [-8.8208, -5.3245, -6.1524], [-1.7495, 5.2620, -3.7706], [-1.7796, 6.5272, -4.5825], [-1.9605, 7.6288, -4.0700], [-1.5979, 6.4247, -5.9311], [-1.3734, 5.2310, -6.7112], [-1.9084, 5.5002, -2.7155], [-2.5473, 4.5891, -4.0970], [-0.7755, 4.7755, -3.8724], [-1.6309, 7.3168, -6.4115], [-0.4165, 5.3383, -7.2274], [-2.1744, 5.1534, -7.4503], [-1.3562, 4.3283, -6.0987], [0.3734, -0.6512, 7.0745], [0.6974, 0.2160, 5.8897], [1.2661, 1.2984, 6.0077], [0.3388, -0.2340, 4.6522], [-0.3302, -1.4671, 4.3125], [0.7181, -0.1637, 7.9903], [-0.7080, -0.7970, 7.1466], [0.8823, -1.6147, 6.9831], [0.5890, 0.4023, 3.9037], [0.3172, -2.0285, 3.6347], [-1.2606, -1.2172, 3.7969], [-0.5536, -2.0769, 5.1891], [4.8718, 7.7812, -1.0873], [5.3814, 6.4842, -0.5227], [4.6599, 5.7188, 0.1118], [6.6918, 6.1671, -0.7341], [7.6885, 6.9293, -1.4478], [3.8134, 7.8976, -0.8395], [5.4227, 8.6201, -0.6533], [4.9740, 7.7809, -2.1760], [6.9632, 5.2800, -0.3251], [8.0626, 6.3133, -2.2689], [8.5078, 7.1460, -0.7582], [7.2931, 7.8646, -1.8467]],
  "lowdin_charge": [-0.044, -0.110, -0.080, -0.058, 0.086, 0.027, 0.039, 0.043, 0.042, 0.146, 0.140, 0.128, 0.099, 0.120, 0.081, 0.142, 0.150, -0.008, -0.549, -0.022, 0.006, -0.080, 0.086, 0.092, 0.089, 0.141, 0.084, 0.076, 0.083, -0.031, -0.535, -0.022, 0.017, -0.069, 0.080, 0.057, 0.088, 0.128, 0.087, 0.088, 0.078, -0.014, -0.549, 0.008, 0.002, -0.078, 0.087, 0.088, 0.085, 0.103, 0.081, 0.087, 0.077, -0.016, -0.541, 0.018, 0.007, -0.073, 0.085, 0.051, 0.092, 0.138, 0.088, 0.088, 0.073, -0.011, -0.535, 0.003, 0.002, -0.078, 0.084, 0.089, 0.087, 0.145, 0.086, 0.087, 0.078, -0.021, -0.548, 0.020, -0.003, -0.083, 0.081, 0.069, 0.088, 0.144, 0.082, 0.084, 0.077, -0.011, -0.540, 0.024, 0.007, -0.088, 0.089, 0.087, 0.085, 0.124, 0.075, 0.075, 0.079, -0.005, -0.516, -0.003, 0.003, -0.077, 0.089, 0.090, 0.089, 0.144, 0.085, 0.087, 0.079],
  "homo_lumo_gap_ev": 5.88,
  "charge": 1,
  "total_energy_ev": -65011.78968
}